# C29H63FO14S

A structure of composition C29H63FO14S in a non-equilibrium geometry (ωB97M-V/def2-TZVPD, OMol25).

Geometry as XYZ:
```
108
Properties=species:S:1:pos:R:3:forces:R:3
C 0.82252 -7.23355 -4.34611 0.588 0.166 0.063
C 1.13110 -5.76733 -4.67953 -0.097 0.056 -0.209
C 0.09488 -4.80338 -4.15629 -0.139 -0.162 -0.033
F 0.18616 -4.68847 -2.78423 0.073 -0.039 0.038
C 0.10148 -3.40692 -4.85047 0.354 -0.467 -0.289
O -0.88022 -3.47212 -5.83999 -0.176 0.415 0.211
C -2.01083 -2.60170 -5.68573 -0.449 -0.041 -0.288
C -2.97252 -2.98242 -4.54829 -0.021 0.677 0.089
C -3.32063 -1.73867 -3.70969 0.242 -0.250 -0.491
C -4.21589 -3.69421 -5.08303 -0.128 -0.698 0.529
C -3.81958 -4.98829 -5.82783 -0.133 0.089 -0.065
C -5.15383 -4.03845 -3.90974 0.589 0.093 -0.018
C 1.40723 -2.93824 -5.57055 0.070 0.813 0.261
O 1.86820 -1.73806 -4.87601 -0.194 -0.033 -0.214
S 1.27064 -1.80115 -3.42068 1.186 0.247 1.013
O 2.03496 -2.74741 -2.68221 -0.357 -0.419 -0.286
O 1.11661 -0.52525 -2.82766 -0.579 0.230 -0.758
O -0.13783 -2.37121 -3.89612 -0.210 -0.218 0.403
H -0.14756 -7.35804 -3.87619 -0.148 -0.024 -0.020
H 0.88027 -7.83642 -5.24714 -0.182 -0.135 -0.047
H 1.57688 -7.62452 -3.66796 -0.074 -0.078 0.155
H 2.10987 -5.46239 -4.31079 0.063 -0.013 0.102
H 1.16019 -5.64591 -5.76459 -0.035 0.023 -0.081
H -0.89179 -5.21928 -4.35853 -0.108 0.088 -0.032
H -2.53528 -2.67342 -6.63749 0.088 -0.087 -0.110
H -1.68059 -1.56780 -5.59764 0.144 0.039 0.119
H -2.46320 -3.67397 -3.87463 0.094 -0.124 -0.036
H -3.68550 -2.04126 -2.73508 -0.139 0.183 0.146
H -2.42690 -1.13058 -3.59299 0.047 0.049 0.273
H -4.06068 -1.11525 -4.21176 -0.168 0.007 0.044
H -4.74917 -3.02869 -5.76328 0.027 0.127 -0.102
H -3.99640 -4.91470 -6.89882 0.094 0.018 -0.109
H -4.40150 -5.83676 -5.47525 -0.078 -0.063 0.028
H -2.77202 -5.23987 -5.67738 0.094 0.016 -0.047
H -5.86127 -4.81693 -4.17574 -0.275 0.103 -0.099
H -4.54416 -4.43399 -3.09300 -0.032 -0.102 0.077
H -5.66143 -3.16014 -3.52224 -0.207 0.022 -0.023
H 1.10468 -2.58279 -6.54717 0.186 -0.232 -0.218
H 2.22967 -3.63824 -5.59549 -0.031 -0.221 -0.018
C -4.69671 1.99620 -5.37064 0.012 -0.120 0.084
O -4.41705 2.08664 -3.99260 -0.152 0.242 -0.027
C -3.29676 2.89630 -3.67400 0.063 -0.202 0.000
C -3.56246 3.80772 -2.49684 0.080 -0.028 0.164
O -4.48368 4.85685 -2.73667 0.018 0.111 -0.018
C -5.86493 4.55982 -2.85109 -0.023 0.004 -0.129
C -6.55021 4.14719 -1.56753 -0.177 -0.125 0.025
O -6.15919 2.85316 -1.14678 0.308 0.097 -0.022
C -5.98889 2.71393 0.24597 -0.087 -0.073 -0.060
H -4.03156 1.27881 -5.86665 0.021 0.059 -0.062
H -5.72481 1.65040 -5.47639 0.019 -0.056 0.018
H -4.60853 2.96925 -5.86462 0.024 -0.002 -0.014
H -2.99660 3.50012 -4.53678 -0.057 0.018 -0.027
H -2.45748 2.23940 -3.41001 0.083 0.091 -0.029
H -2.61892 4.31326 -2.27625 0.000 0.014 -0.011
H -3.82780 3.23219 -1.60851 -0.149 -0.103 -0.088
H -6.05545 3.83455 -3.64446 0.040 -0.144 0.103
H -6.32066 5.50369 -3.16005 -0.004 0.004 -0.003
H -7.63342 4.14216 -1.75038 -0.011 0.137 0.021
H -6.34089 4.89118 -0.79123 0.062 -0.021 0.024
H -5.47723 3.58081 0.67664 -0.017 0.016 0.009
H -5.37114 1.83270 0.41545 -0.051 -0.035 -0.017
H -6.94991 2.57311 0.75283 0.016 0.062 0.056
C 2.73043 -1.04825 0.01357 0.145 -0.104 0.175
O 2.91190 -0.86359 1.40622 -0.226 0.266 -0.057
C 3.97995 -0.00540 1.74900 0.043 -0.189 -0.004
C 3.61420 0.97416 2.84445 0.110 0.002 0.213
O 2.67933 1.97803 2.48654 -0.030 0.024 -0.026
C 1.33056 1.58902 2.26353 -0.021 0.054 -0.110
C 0.58819 1.11088 3.49254 -0.071 -0.155 -0.018
O 1.06486 -0.15357 3.92070 0.134 0.125 0.007
C 1.16723 -0.30639 5.31598 -0.052 -0.052 -0.056
H 3.44485 -1.78110 -0.37323 -0.012 0.044 -0.128
H 1.72320 -1.42317 -0.15004 -0.002 -0.073 0.066
H 2.83612 -0.10700 -0.53397 0.019 0.004 -0.011
H 4.32739 0.55274 0.87281 -0.032 0.016 -0.026
H 4.81418 -0.62088 2.11415 0.107 0.127 -0.024
H 4.53075 1.51459 3.10063 -0.021 0.061 -0.070
H 3.29928 0.45384 3.75030 -0.077 -0.159 -0.097
H 1.25502 0.85511 1.46045 0.043 -0.126 0.081
H 0.83362 2.49899 1.91856 0.013 0.016 0.024
H -0.47588 1.01917 3.23662 -0.019 0.121 0.017
H 0.68380 1.85686 4.28965 0.058 -0.020 0.033
H 1.54455 0.60760 5.78818 -0.054 0.005 0.052
H 1.87813 -1.11039 5.50884 -0.040 -0.043 -0.022
H 0.20385 -0.57748 5.76223 0.008 0.085 0.066
C 6.82538 5.44071 7.30954 0.059 -0.044 0.090
O 6.31481 4.41180 8.12706 -0.166 -0.095 -0.230
C 5.11240 4.73573 8.80109 0.160 0.043 0.106
C 4.10153 3.61147 8.74879 -0.040 -0.075 0.133
O 3.53420 3.36748 7.47474 -0.154 0.027 -0.071
C 4.31261 2.74470 6.46481 0.030 0.069 -0.099
C 4.62438 1.28403 6.71260 0.263 0.008 -0.147
O 5.56633 1.12117 7.75805 -0.231 0.127 0.223
C 5.30090 0.04048 8.62304 0.114 -0.002 -0.069
H 7.35377 6.19554 7.90250 -0.039 0.062 -0.036
H 7.52922 4.98782 6.61222 0.037 -0.008 0.047
H 6.03181 5.92604 6.73188 -0.004 0.018 0.011
H 4.66288 5.64150 8.38045 0.008 -0.005 -0.059
H 5.34738 4.93111 9.85595 -0.111 0.071 0.016
H 3.25812 3.92316 9.37081 -0.011 0.009 -0.012
H 4.50411 2.70091 9.19522 0.167 0.000 -0.113
H 5.22065 3.31167 6.25152 0.117 -0.091 0.165
H 3.69223 2.79762 5.56568 -0.031 -0.037 0.015
H 5.05809 0.86209 5.79592 -0.177 -0.008 -0.084
H 3.69151 0.75151 6.92709 0.023 -0.023 0.102
H 4.23451 -0.02962 8.86290 -0.009 -0.018 -0.015
H 5.84914 0.21641 9.54806 0.054 -0.016 -0.032
H 5.63635 -0.90865 8.19034 -0.077 -0.038 0.015
```
Forces are in eV/Å.

## Properties
* HOMO energy: -8.781 eV
* lowest unoccupied orbital energy: 0.5 eV
* electronic energy: -73305.520 eV
* maximum force: 0.0307 hartree/bohr

Atomic partial charges in e from the Mulliken method, atoms 1 to 99: number 1, C, carries -1.289; number 2, C, carries -0.845; number 3, C, carries 0.909; number 4, F, carries -0.419; number 5, C, carries 0.397; number 6, O, carries -0.376; number 7, C, carries -1.255; number 8, C, carries 1.188; number 9, C, carries -2.170; number 10, C, carries 0.775; number 11, C, carries -1.265; number 12, C, carries -1.722; number 13, C, carries -0.448; number 14, O, carries -0.418; number 15, S, carries 1.270; number 16, O, carries -0.563; number 17, O, carries -0.582; number 18, O, carries -0.092; number 19, H, carries 0.360; number 20, H, carries 0.329; number 21, H, carries 0.338; number 22, H, carries 0.320; number 23, H, carries 0.372; number 24, H, carries -0.043; number 25, H, carries 0.394; number 26, H, carries 0.416; number 27, H, carries 0.040; number 28, H, carries 0.438; number 29, H, carries 0.419; number 30, H, carries 0.362; number 31, H, carries 0.482; number 32, H, carries 0.282; number 33, H, carries 0.417; number 34, H, carries 0.154; number 35, H, carries 0.464; number 36, H, carries 0.386; number 37, H, carries 0.365; number 38, H, carries 0.338; number 39, H, carries 0.294; number 40, C, carries -0.832; number 41, O, carries -0.293; number 42, C, carries -0.466; number 43, C, carries -0.339; number 44, O, carries -0.449; number 45, C, carries -0.281; number 46, C, carries -0.553; number 47, O, carries -0.252; number 48, C, carries -0.788; number 49, H, carries 0.231; number 50, H, carries 0.245; number 51, H, carries 0.452; number 52, H, carries 0.395; number 53, H, carries 0.283; number 54, H, carries 0.401; number 55, H, carries 0.132; number 56, H, carries 0.089; number 57, H, carries 0.395; number 58, H, carries 0.370; number 59, H, carries 0.352; number 60, H, carries 0.358; number 61, H, carries 0.231; number 62, H, carries 0.313; number 63, C, carries -0.871; number 64, O, carries -0.298; number 65, C, carries -0.852; number 66, C, carries 0.243; number 67, O, carries -0.496; number 68, C, carries -0.155; number 69, C, carries -0.521; number 70, O, carries -0.291; number 71, C, carries -0.679; number 72, H, carries 0.396; number 73, H, carries 0.227; number 74, H, carries 0.371; number 75, H, carries 0.341; number 76, H, carries 0.362; number 77, H, carries 0.491; number 78, H, carries -0.163; number 79, H, carries 0.003; number 80, H, carries 0.403; number 81, H, carries 0.395; number 82, H, carries 0.307; number 83, H, carries 0.220; number 84, H, carries 0.230; number 85, H, carries 0.349; number 86, C, carries -0.777; number 87, O, carries -0.309; number 88, C, carries -0.512; number 89, C, carries -0.341; number 90, O, carries -0.454; number 91, C, carries -0.298; number 92, C, carries -0.217; number 93, O, carries -0.357; number 94, C, carries -0.792; number 95, H, carries 0.317; number 96, H, carries 0.232; number 97, H, carries 0.358; number 98, H, carries 0.335; number 99, H, carries 0.382